Record 1
{"formula": "C4H12N4O", "method": "wB97M-V/def2-TZVPD", "elements": ["C", "C", "N", "N", "O", "H", "H", "H", "H", "H", "H", "C", "C", "N", "N", "H", "H", "H", "H", "H", "H"], "positions_angstrom": [[-0.609022, -0.084180, 2.055713], [-0.786829, 0.844293, 0.856535], [-1.638346, 0.376578, -0.076057], [-1.360504, -1.320578, 1.904639], [-0.229341, 1.922595, 0.790022], [-1.710240, 0.861659, -0.955566], [-1.837264, -0.612161, -0.062922], [-2.344650, -1.152551, 2.086391], [-1.042973, -2.008475, 2.578539], [0.458182, -0.326318, 2.125107], [-0.868323, 0.494469, 2.950838], [1.691877, -0.774763, -0.664463], [0.976221, 0.038044, -1.704502], [1.315810, 1.365803, -1.732799], [0.181281, -0.540906, -2.505325], [0.756453, 1.973886, -2.311063], [1.642981, 1.788772, -0.878540], [-0.225923, 0.071002, -3.208241], [1.196982, -1.728917, -0.537548], [2.715809, -0.949573, -0.988614], [1.717820, -0.238678, 0.277856]], "atomic_forces_ev_per_a": [[0.224, 0.115, -0.017], [-0.184, -0.182, 0.147], [-0.248, -0.056, -0.114], [-0.122, -0.197, 0.263], [0.194, 0.265, 0.176], [0.105, -0.002, 0.098], [0.046, 0.012, -0.082], [0.057, -0.092, 0.064], [-0.079, 0.031, -0.123], [-0.214, 0.116, -0.003], [0.070, 0.033, -0.092], [-0.046, 0.115, -0.096], [0.150, 0.148, -0.082], [0.254, 0.226, -0.118], [-0.316, -0.652, -0.337], [0.042, -0.056, 0.101], [-0.142, -0.029, -0.028], [0.095, 0.229, 0.043], [-0.097, -0.094, -0.006], [0.103, 0.013, 0.007], [0.107, 0.058, 0.200]], "lowdin_charge": [-0.194, -0.576, 0.173, -0.011, 0.020, 0.106, 0.087, 0.079, 0.076, 0.112, 0.121, -0.034, -0.600, 0.121, 0.091, 0.096, 0.083, 0.035, 0.079, 0.083, 0.054], "e_tot_ha": -453.9022, "smiles": "[H]/N=C(/C)N.NCC(N)=O", "e_above_lowest_kj_mol": 0.0, "e_homo_ev": -8.99, "orbital_gap_ev": 9.83, "mol_weight_g_mol": 132.17}


Record 2
{"formula": "C36H92N4O17Sr", "method": "wB97M-V/def2-TZVPD", "elements": ["Sr", "C", "C", "C", "O", "C", "C", "C", "O", "O", "O", "H", "H", "C", "O", "H", "H", "H", "H", "C", "O", "H", "H", "H", "H", "C", "O", "H", "H", "H", "H", "C", "O", "H", "H", "H", "H", "C", "C", "O", "H", "H", "H", "H", "H", "H", "C", "C", "O", "H", "H", "H", "H", "H", "H", "C", "C", "O", "H", "H", "H", "H", "H", "H", "C", "C", "O", "H", "H", "H", "H", "H", "H", "C", "C", "O", "H", "H", "H", "H", "H", "H", "C", "C", "C", "O", "C", "N", "H", "H", "H", "H", "H", "H", "H", "H", "H", "H", "H", "C", "C", "C", "O", "C", "N", "H", "H", "H", "H", "H", "H", "H", "H", "H", "H", "H", "C", "C", "C", "O", "C", "N", "H", "H", "H", "H", "H", "H", "H", "H", "H", "H", "H", "C", "C", "C", "O", "C", "N", "H", "H", "H", "H", "H", "H", "H", "H", "H", "H", "H"], "positions_angstrom": [[5.859126, -1.836746, -3.173322], [0.697216, 0.346974, 1.979388], [-0.494294, 1.065084, 1.965498], [-0.888534, 1.933064, 0.714798], [-1.952734, 2.669454, 0.608758], [-0.021014, 2.051524, -0.353612], [1.207886, 1.297204, -0.404992], [1.582986, 0.358514, 0.806648], [2.522986, -0.411376, 0.690818], [1.935946, 1.358524, -1.418292], [-1.197854, 0.930504, 3.020588], [0.988826, -0.319186, 2.777878], [-0.336954, 2.708864, -1.150152], [5.685756, -0.716166, 7.253928], [6.900326, -0.223776, 7.626028], [5.799026, -1.685816, 6.769098], [5.030146, -0.918306, 8.100938], [5.197436, -0.002426, 6.590438], [7.529866, -0.941306, 7.523918], [4.915986, -6.626926, 3.364378], [3.809316, -5.695646, 3.210218], [4.558646, -7.563356, 3.792768], [5.553736, -6.771836, 2.492378], [5.572316, -6.244286, 4.145978], [4.145786, -4.852156, 2.898908], [-7.202054, 2.117344, -3.276802], [-6.185394, 2.135454, -4.264422], [-7.435224, 3.158474, -3.053652], [-8.111684, 1.662354, -3.668802], [-6.929184, 1.610204, -2.351362], [-5.360574, 2.446224, -3.884022], [1.254496, 3.667074, 8.859708], [-0.051584, 3.931564, 8.467228], [1.819456, 4.474454, 9.325578], [1.260246, 2.836974, 9.566098], [1.785346, 3.375774, 7.953368], [-0.310944, 3.294714, 7.797328], [-3.624904, 8.821914, -5.534542], [-3.222254, 10.186154, -6.167912], [-4.003484, 11.170294, -5.423152], [-4.712274, 8.783834, -5.469072], [-3.195754, 8.639324, -4.549352], [-3.365624, 7.955334, -6.142742], [-3.443484, 10.169584, -7.235092], [-2.149484, 10.255014, -5.987532], [-4.333984, 11.862284, -6.000682], [3.395436, 7.781094, -7.311872], [2.874836, 6.649114, -6.377622], [3.827356, 6.201064, -5.372272], [2.699226, 7.942674, -8.134852], [4.353166, 7.449484, -7.712982], [3.553846, 8.704454, -6.754732], [2.512636, 5.790944, -6.943712], [2.036336, 7.098264, -5.845372], [3.400726, 5.422744, -5.006482], [-5.975214, 10.481634, 0.734498], [-4.887264, 10.062934, 1.763098], [-5.245544, 8.757334, 2.120418], [-7.012444, 10.616634, 1.041138], [-5.954794, 9.730894, -0.055472], [-5.663174, 11.362564, 0.173528], [-4.930704, 10.713144, 2.636838], [-3.915394, 10.125304, 1.273528], [-4.862914, 8.131624, 1.500988], [2.791306, -1.953256, -9.960992], [2.778246, -0.950276, -8.823862], [2.870326, -1.615706, -7.628852], [2.023886, -2.722286, -9.872902], [3.758066, -2.444656, -10.070482], [2.593826, -1.373126, -10.862422], [1.812106, -0.446726, -8.857122], [3.563656, -0.195506, -8.784372], [1.999796, -1.999316, -7.499912], [-3.219464, -2.932366, -2.942722], [-2.742424, -2.433616, -4.252862], [-1.735404, -3.318546, -4.730312], [-3.541114, -3.973666, -2.925002], [-4.002114, -2.329776, -2.481812], [-2.415954, -2.845726, -2.211302], [-2.375434, -1.411636, -4.158092], [-3.587784, -2.555636, -4.930042], [-2.094644, -4.123376, -5.110832], [-4.605014, -5.658146, 5.736818], [-3.319004, -6.035716, 4.894638], [-3.800234, -6.025836, 3.397158], [-4.864124, -6.990346, 3.210458], [-5.253874, -7.165786, 1.884978], [-2.271704, -5.107216, 5.237458], [-5.047604, -4.704096, 5.450458], [-4.330534, -5.749216, 6.787748], [-5.482614, -6.292956, 5.614598], [-3.001824, -7.058626, 5.097488], [-3.011054, -6.441936, 2.770928], [-4.142384, -5.095716, 2.943398], [-5.740904, -6.305706, 1.425458], [-5.980464, -7.963556, 2.039028], [-4.490444, -7.475926, 1.171478], [-2.565464, -4.205856, 4.889108], [-1.410154, -5.220236, 4.722618], [-5.139594, -0.096406, 11.030318], [-6.093524, 0.366704, 9.976218], [-7.474674, -0.365556, 10.116748], [-8.428454, 0.026834, 9.102128], [-9.726604, -0.462436, 9.290768], [-6.268174, 1.802374, 10.032558], [-5.420924, 0.269354, 12.017828], [-4.118454, 0.273034, 10.936008], [-4.994864, -1.176576, 11.049908], [-5.676014, 0.217884, 8.980398], [-7.852264, -0.136656, 11.113308], [-7.347364, -1.447616, 10.149018], [-9.841474, -1.532926, 9.460968], [-10.408524, -0.147716, 8.500808], [-10.100024, -0.092776, 10.245758], [-6.406244, 2.150944, 10.970388], [-5.362804, 2.168094, 9.774368], [2.132976, -8.852276, -3.161802], [3.157856, -8.038256, -3.929432], [3.122406, -8.192396, -5.481452], [3.385496, -9.567676, -5.806812], [3.421046, -9.781176, -7.190152], [2.932706, -6.659086, -3.554442], [2.197866, -9.910896, -3.413252], [1.169536, -8.479276, -3.509272], [2.200846, -8.641736, -2.094482], [4.075316, -8.491516, -3.554002], [3.819346, -7.465666, -5.898872], [2.115046, -7.957046, -5.824872], [3.228426, -10.837536, -7.377462], [4.354286, -9.448126, -7.644302], [2.670856, -9.257426, -7.782592], [2.040516, -6.430656, -3.969072], [2.632556, -6.695966, -2.590772], [9.626056, 3.776844, -4.031102], [9.363266, 2.436734, -3.393172], [9.193816, 2.402514, -1.838032], [8.807926, 1.087004, -1.364462], [9.047576, 1.045884, 0.067178], [8.186456, 1.925674, -4.086672], [8.855236, 4.476784, -3.708572], [9.819756, 3.801684, -5.103462], [10.555846, 4.212324, -3.665122], [10.235756, 1.844614, -3.669342], [8.539836, 3.225094, -1.548612], [10.174926, 2.706694, -1.473342], [10.111386, 1.065404, 0.303888], [8.663496, 0.102454, 0.455148], [8.463866, 1.847344, 0.519998], [8.414956, 1.908994, -5.070342], [7.493496, 2.659564, -4.050182]], "atomic_forces_ev_per_a": [[-0.118, 0.345, 0.135], [2.161, 0.100, -2.873], [-2.575, 0.042, 2.874], [-3.801, 2.481, 0.855], [2.556, -2.653, 1.442], [1.933, -1.298, 0.044], [0.640, 0.476, -1.332], [-1.003, -0.175, -0.013], [0.376, 0.196, -0.047], [-0.561, -0.462, 1.508], [0.539, 1.060, -2.714], [-0.260, 0.164, 0.218], [0.246, -0.085, -0.157], [-1.800, -0.893, -0.525], [2.094, 0.498, 0.598], [-0.220, 0.006, -0.440], [-0.131, 0.232, 0.258], [-0.167, -0.148, -0.102], [0.220, 0.305, 0.210], [-0.126, 1.094, 1.024], [0.573, -1.155, -0.216], [-0.365, 0.033, -0.568], [-0.464, -0.106, -0.338], [0.231, 0.156, 0.090], [0.138, -0.017, 0.003], [-0.031, 0.843, 0.088], [-0.003, -0.658, -0.339], [-0.301, 0.035, 0.375], [0.268, -0.122, -0.236], [0.172, -0.128, -0.042], [-0.093, 0.025, 0.168], [0.872, -1.257, -0.452], [-1.145, 1.069, 0.214], [-0.676, 0.473, -0.138], [0.250, -0.196, 0.119], [0.638, -0.138, 0.196], [0.054, 0.042, 0.049], [-0.372, 0.101, -0.640], [-0.961, -1.259, 1.586], [0.832, -0.456, -0.605], [-0.021, 0.095, 0.215], [-0.034, 0.370, 0.013], [0.347, 0.125, -0.249], [-0.033, 0.280, 0.048], [0.044, 0.775, -0.206], [0.199, -0.033, -0.161], [0.533, -1.348, 0.830], [-0.049, 1.062, 0.265], [-0.371, 0.437, -1.134], [-0.034, 0.000, 0.130], [0.059, 0.194, -0.211], [-0.074, -0.050, -0.040], [0.089, 0.021, -0.186], [-0.343, -0.244, 0.066], [0.190, -0.086, 0.293], [1.149, 0.493, -0.976], [-2.028, 0.546, -1.249], [0.493, -0.873, 1.085], [0.291, -0.156, 0.557], [-0.216, -0.326, 0.074], [-0.068, 0.484, 0.225], [0.220, -0.220, 0.113], [0.152, 0.020, 0.191], [0.007, 0.029, -0.020], [0.620, 0.853, -0.787], [-0.623, 0.066, -0.849], [-0.048, -0.914, 2.173], [-0.095, 0.154, 0.238], [0.007, -0.005, 0.066], [0.007, -0.278, -0.375], [-0.040, 0.525, -0.172], [0.103, -0.087, -0.710], [0.094, -0.319, 0.472], [0.085, 0.197, 2.147], [-0.991, -1.514, -0.552], [1.336, 0.475, -0.230], [-0.051, 0.007, -0.354], [-0.318, 0.106, -0.363], [0.264, -0.213, 0.031], [0.145, -0.188, -0.456], [-0.071, 0.915, -0.366], [-0.378, 0.217, 0.137], [0.593, -0.908, 0.041], [-2.844, 0.326, -0.901], [0.223, -1.731, -0.312], [0.912, 0.940, 0.969], [-0.889, -0.636, 0.225], [0.104, 0.678, -0.391], [0.707, 0.495, 0.240], [-0.113, 0.612, 0.071], [0.440, -0.662, -0.367], [-0.070, 0.026, 0.166], [0.623, 0.424, -0.156], [0.187, 0.563, 0.532], [-0.164, 0.378, 0.226], [-0.182, -0.058, -0.884], [0.520, -0.219, 0.254], [-0.261, 0.534, 0.369], [0.220, -0.747, -0.082], [0.937, -0.766, 0.750], [-1.326, -0.125, -0.434], [0.020, 0.613, -0.438], [1.254, -0.429, 0.096], [-0.325, 0.074, 1.315], [0.118, 0.660, -0.324], [-0.409, -0.254, 0.137], [-0.025, 0.370, -0.561], [-0.325, -0.192, 0.164], [-0.144, -0.535, -0.083], [-0.330, 0.406, 0.243], [0.164, -0.247, -0.443], [0.553, -0.513, -0.605], [0.416, 0.097, -0.107], [-0.352, 0.544, 0.169], [-0.268, -0.197, 0.341], [0.041, 0.495, -0.224], [-0.776, -0.328, -1.262], [-0.110, -1.388, -0.083], [-0.299, -0.813, 1.660], [-0.103, 1.226, 0.171], [-0.045, -0.276, -0.690], [0.368, 0.654, -0.124], [-0.030, -0.075, 0.365], [-0.464, -0.239, 0.177], [0.164, -0.325, 0.001], [0.782, 0.852, -0.295], [0.289, -0.215, -0.295], [-0.231, 0.213, -0.179], [0.385, -0.038, 0.077], [0.419, -0.247, 0.141], [-0.562, 0.335, 0.406], [-0.215, 0.439, -0.570], [0.453, 0.287, 0.513], [1.246, 1.539, 1.573], [-0.066, -0.503, -0.443], [0.569, -0.223, -1.646], [0.733, 1.439, 0.444], [-0.717, -0.401, -0.865], [-0.550, -0.979, 0.081], [-0.210, 0.181, -0.487], [-0.700, -0.520, -0.070], [0.221, 0.134, 0.399], [-0.171, -0.637, 0.245], [-0.680, -0.283, 0.303], [0.218, -0.302, 0.432], [0.049, 0.407, -0.050], [-0.108, -0.040, -0.226], [0.340, 0.134, 0.311], [0.073, -0.281, -0.251], [-0.447, 0.094, 0.235]], "lowdin_charge": [0.776, 0.097, -0.321, -0.302, 0.006, 0.075, -0.317, -0.339, 0.038, 0.017, 0.025, 0.124, 0.127, -0.212, -0.101, 0.078, 0.075, 0.081, 0.079, -0.147, -0.130, 0.077, 0.070, 0.065, 0.065, -0.169, -0.128, 0.072, 0.076, 0.076, 0.073, -0.192, -0.114, 0.078, 0.072, 0.076, 0.080, -0.099, -0.274, -0.097, 0.068, 0.068, 0.063, 0.104, 0.097, 0.071, -0.082, -0.298, -0.095, 0.069, 0.066, 0.069, 0.103, 0.098, 0.070, -0.096, -0.312, -0.085, 0.070, 0.063, 0.060, 0.107, 0.107, 0.086, -0.087, -0.365, -0.088, 0.075, 0.073, 0.071, 0.109, 0.117, 0.088, -0.116, -0.325, -0.094, 0.076, 0.076, 0.076, 0.120, 0.109, 0.078, -0.060, -0.404, -0.179, -0.215, -0.143, 0.031, 0.075, 0.069, 0.064, 0.134, 0.110, 0.122, 0.083, 0.092, 0.081, 0.071, 0.069, -0.090, -0.442, -0.171, -0.179, -0.140, 0.033, 0.079, 0.077, 0.077, 0.141, 0.116, 0.117, 0.078, 0.089, 0.077, 0.068, 0.070, -0.076, -0.454, -0.176, -0.180, -0.134, 0.027, 0.080, 0.079, 0.080, 0.134, 0.123, 0.121, 0.090, 0.085, 0.081, 0.067, 0.060, -0.089, -0.437, -0.185, -0.227, -0.094, 0.019, 0.084, 0.084, 0.075, 0.135, 0.124, 0.118, 0.086, 0.079, 0.089, 0.064, 0.068], "e_tot_ha": -2955.0373, "e_homo_ev": -5.70, "orbital_gap_ev": 1.88, "mol_weight_g_mol": 940.76}


Record 3
{"formula": "CH11NO4", "method": "wB97M-V/def2-TZVPD", "elements": ["N", "C", "O", "H", "H", "H", "H", "H", "H", "H", "O", "H", "H", "O", "H", "H", "O"], "positions_angstrom": [[0.143088, -1.704208, -2.192669], [-0.510893, -0.460924, -1.724009], [-0.078322, -0.037248, -0.439728], [1.211942, -1.595544, -2.226564], [0.023559, -2.462569, -1.518353], [-0.166111, 0.281922, -2.567119], [-1.613239, -0.517950, -1.850693], [-0.627786, 0.600684, -0.079848], [-2.258706, -0.537232, 2.938868], [-0.821591, -0.771016, 2.694959], [-1.676108, -0.941678, 2.301636], [0.241558, 2.895408, -0.775980], [1.603400, 2.595863, -1.285678], [1.190370, 3.240365, -0.659260], [0.663935, 0.510729, 2.366154], [1.670049, -0.812281, 2.194156], [1.004857, -0.284321, 2.824122]], "atomic_forces_ev_per_a": [[1.417, 0.570, 1.098], [1.250, 0.591, -2.773], [1.855, -2.203, -1.397], [-2.214, 0.193, -0.006], [-0.321, 0.224, -0.122], [-0.626, -0.820, 1.651], [0.640, -0.321, 0.563], [-1.991, 1.726, 1.011], [-0.632, 0.060, 0.202], [0.928, -0.288, 0.009], [-0.456, 0.102, -0.241], [1.824, 1.124, 0.564], [0.096, 0.860, 0.788], [-1.918, -1.997, -1.342], [0.821, -0.740, -0.130], [-2.496, 2.195, 1.812], [1.821, -1.275, -1.687]], "lowdin_charge": [-0.014, -0.348, -0.064, 0.098, 0.060, 0.126, 0.118, 0.026, 0.027, -0.029, -0.058, 0.058, 0.044, -0.106, 0.044, 0.135, -0.116], "e_tot_ha": -400.3662, "smiles": "NCO.O.O.O", "e_above_lowest_kj_mol": 145.2, "e_homo_ev": -10.30, "orbital_gap_ev": 10.64, "mol_weight_g_mol": 101.10}